(1)
# C3H6OS

A 2-piece molecular cluster, C3H6OS overall (ωB97M-V with the def2-TZVPD basis set, the Open Molecules 2025 dataset).

Element x y z (Å)
C1 -1.0261 -0.3192 0.4446
C2 -0.1643 0.1904 -0.4335
C3 1.2836 -0.5072 -0.4682
H1 -2.1525 -0.0356 0.1014
H2 -0.7471 0.2009 1.4860
H3 -1.1839 -1.5054 0.8863
H4 -0.5795 -0.1050 -1.4522
H5 0.6845 1.6335 0.8413
H6 1.5656 -1.4625 -1.2657
O1 -0.2044 1.5620 -0.3105
S1 2.5242 0.3481 0.1706

Cartesian forces, eV/Å:
-7.9 -4.5 9.0
4.3 0.1 -7.0
1.2 0.2 -2.0
2.6 -0.4 1.3
-1.1 -0.9 -1.8
1.1 2.9 -2.1
0.8 0.7 0.5
-2.5 -0.2 -4.2
-1.3 2.6 2.7
3.9 0.3 3.6
-1.2 -0.9 0.0

The LUMO energy is -0.71 eV. The value obtained for the HOMO energy is -9.37 eV. As for the multiplicity: 1. Its HOMO-LUMO gap is 0.318 Ha. Its total charge is 0.

Here are the Löwdin charges for atoms 1 to 8, given in e:
1 C -0.177
2 C -0.794
3 C -0.534
4 H 0.138
5 H 0.118
6 H 0.155
7 H 0.160
8 H 0.253

=====

(2)
# C5H8N2

One molecule with the formula C5H8N2 (ωB97M-V with the def2-TZVPD basis set, the Open Molecules 2025 dataset).

Element x y z (Å)
N1 0.5439 2.4325 0.8604
C1 0.9166 1.3399 0.7850
C2 0.9476 -0.1112 0.4680
N2 2.1081 -0.6167 -0.2404
C3 -0.2900 -0.2208 -0.4254
C4 -1.5360 0.5562 -0.1788
C5 -1.5500 -0.9798 -0.1905
H1 0.8422 -0.6770 1.4003
H2 2.9215 -0.6818 0.3600
H3 2.3449 -0.0006 -1.0121
H4 -0.0027 -0.2191 -1.4737
H5 -1.6964 0.9705 0.8161
H6 -1.9014 1.2248 -0.9588
H7 -1.8857 -1.6259 -1.0026
H8 -1.7626 -1.3911 0.7925

Cartesian forces, eV/Å:
0.9 -0.6 0.2
-0.3 1.0 0.1
-0.3 0.0 0.1
0.2 0.2 0.0
0.1 0.0 -0.1
-0.4 -0.4 -0.1
-0.3 0.0 0.0
-0.1 0.1 -0.2
-0.1 0.1 0.0
0.0 -0.1 0.0
0.1 0.0 0.1
0.2 -0.1 -0.2
-0.1 -0.5 0.0
-0.2 0.5 0.1
0.3 0.0 -0.1

The SMILES is N#C[C@H](N)C1CC1. The LUMO energy is 0.87 eV. The value obtained for the HOMO energy is -10.27 eV. As for the multiplicity: 1. Its HOMO-LUMO gap is 0.409 Ha. Its total charge is 0.

Here are the Löwdin charges for atoms 1 to 8, given in e:
1 N 0.153
2 C -0.184
3 C -0.352
4 N 0.042
5 C -0.300
6 C -0.124
7 C -0.092
8 H 0.151

=====

(3)
# C15H33N3O15S3

A 6-piece molecular cluster, C15H33N3O15S3 overall (ωB97M-V with the def2-TZVPD basis set, the Open Molecules 2025 dataset).

Element x y z (Å)
O1 0.7364 3.5195 2.5676
S1 1.9184 4.3318 2.6877
O2 3.0606 3.8683 3.4294
O3 2.3359 4.8170 1.1770
C1 2.7388 6.1860 1.1632
C2 1.8606 6.8464 2.2324
O4 1.4716 5.8547 3.1674
H1 3.8191 6.2131 1.3303
H2 2.6407 6.6071 0.1635
H3 0.9747 7.2406 1.7383
H4 2.4329 7.6108 2.7529
O5 2.6563 -0.7621 1.4974
S2 3.7673 -0.6784 2.3928
O6 5.0528 -1.2050 2.0836
O7 3.8246 0.8337 2.8945
C3 4.1159 0.9527 4.2747
C4 3.2595 -0.2026 4.8381
O8 3.2942 -1.2392 3.8580
H5 5.1900 0.7552 4.3745
H6 3.9119 1.9201 4.7204
H7 2.2469 0.1816 4.9565
H8 3.7101 -0.6502 5.7210
O9 -3.6345 -3.2995 -3.4960
S3 -4.5468 -3.9339 -2.6112
O10 -5.5101 -4.8655 -3.1504
O11 -3.8493 -4.5514 -1.2733
C5 -4.2407 -3.7738 -0.0965
C6 -5.5832 -3.2679 -0.4805
O12 -5.2980 -2.7501 -1.7726
H9 -4.1631 -4.2730 0.8693
H10 -3.4480 -3.0215 -0.0717
H11 -5.9845 -2.4453 0.1145
H12 -6.4033 -3.9909 -0.4445
C7 -0.2320 1.2119 0.6174
N1 0.0061 -0.0465 -0.0561
C8 -0.8956 -0.9865 -0.3814
C9 -0.4678 -2.1460 -1.2323
O13 -2.0640 -0.8966 -0.0169
H13 0.0568 1.3017 1.6639
H14 -1.3183 1.3491 0.6657
H15 0.1877 2.0202 0.0224
H16 0.9406 -0.0335 -0.4334
H17 -1.0733 -3.0501 -1.2723
H18 0.5010 -2.5469 -0.9150
H19 -0.4319 -1.8230 -2.2756
C10 -0.5768 -6.1522 -1.4634
N2 0.5190 -6.9103 -2.0421
C11 0.5184 -8.2315 -2.2094
C12 1.7121 -8.8811 -2.8887
O14 -0.3865 -8.9445 -1.7628
H20 -0.9674 -6.6029 -0.5521
H21 -1.4340 -6.1309 -2.1370
H22 -0.1903 -5.1652 -1.2300
H23 1.2827 -6.3691 -2.4108
H24 1.5886 -8.9012 -3.9703
H25 1.8724 -9.8972 -2.5444
H26 2.5979 -8.3100 -2.5912
C13 -0.3437 5.0834 -0.5224
N3 -1.3053 5.6174 -1.4463
C14 -0.9760 6.5172 -2.4023
C15 -2.1045 7.1605 -3.1841
O15 0.2000 6.7101 -2.6965
H27 -0.6957 4.1142 -0.1700
H28 -0.2371 5.7054 0.3752
H29 0.6652 4.9709 -0.9060
H30 -2.2678 5.4637 -1.2003
H31 -3.0395 6.9224 -2.6772
H32 -2.0872 6.8180 -4.2136
H33 -1.9113 8.2310 -3.1487

Cartesian forces, eV/Å:
1.4 0.8 0.3
-0.7 1.0 -1.0
-1.1 0.7 -0.6
-0.4 -1.0 0.9
0.8 -0.2 0.2
0.6 0.4 -0.7
0.5 -1.8 0.1
-0.1 0.1 0.6
-0.7 -0.2 0.0
-0.1 0.2 0.3
-0.3 0.2 0.0
0.9 -0.1 0.1
-1.4 0.3 1.6
-0.5 0.2 0.0
0.0 0.9 -1.4
0.9 -1.7 0.5
0.7 0.6 0.1
0.4 0.0 -1.2
-0.1 0.0 0.3
-0.5 0.1 -0.6
-0.1 -0.4 0.2
-0.4 0.3 0.3
0.2 -0.3 0.5
-1.5 0.1 0.7
1.2 0.8 0.9
-0.3 -0.6 -0.8
1.3 0.3 0.2
-0.7 1.1 0.8
-0.3 -0.8 -1.5
-0.2 -0.9 -0.5
-0.6 0.7 0.2
0.6 0.2 0.0
0.4 -0.4 -0.5
-1.9 0.1 0.1
1.7 0.7 0.0
-1.6 -0.2 0.4
1.2 -0.6 -0.6
-0.1 0.0 0.2
0.6 -0.4 -0.2
0.1 0.1 -0.2
0.2 0.0 0.2
-0.1 -0.9 -0.1
-0.8 0.5 0.6
0.2 0.5 -0.2
0.3 0.1 0.0
-0.2 -0.5 0.0
0.4 1.2 -0.1
-0.9 -2.5 0.7
0.4 0.8 0.3
0.4 0.8 -0.4
0.3 -0.2 0.1
0.1 0.3 -0.1
-0.2 0.1 -0.1
0.0 -0.2 -0.1
0.1 0.2 0.0
-0.4 0.0 0.1
0.1 -0.1 -0.5
0.2 -0.3 0.9
-0.3 0.2 0.2
1.0 -0.5 -1.0
0.3 -0.1 1.0
-0.4 0.3 0.3
0.1 0.0 -0.1
-0.2 0.1 -0.1
-0.2 0.0 -0.6
0.0 0.2 -0.2
-0.2 0.2 -0.4
-0.1 0.0 0.0
-0.2 0.0 -0.2

The SMILES is O=S1(=O)OCCO1.O=S1(=O)OCCO1.O=S1(=O)OCCO1.CNC(C)=O.CNC(C)=O.CNC(C)=O. The LUMO energy is 0.24 eV. The value obtained for the HOMO energy is -9.25 eV. As for the multiplicity: 1. Its HOMO-LUMO gap is 0.349 Ha. Its total charge is 0.

Here are the Löwdin charges for atoms 1 to 8, given in e:
1 O -0.233
2 S 0.700
3 O -0.229
4 O -0.217
5 C -0.164
6 C -0.174
7 O -0.190
8 H 0.129

=====

(4)
# C29H30ClF9N2O5ReS

C29H30ClF9N2O5ReS as an isolated structure (ωB97M-V with the def2-TZVPD basis set, the Open Molecules 2025 dataset).

Element x y z (Å)
Re1 -1.6459 -0.1521 0.3448
O1 -4.3251 -1.9189 2.1301
S1 -3.0107 -1.4210 2.3414
O2 -2.4813 -1.4804 3.6757
O3 -2.9224 0.0943 1.8178
O4 -1.9918 -1.9816 1.3343
C1 4.8287 0.1385 3.2505
C2 3.5287 0.1271 4.0537
C3 3.4895 -1.1415 4.9190
C4 3.4989 1.3752 4.9489
C5 2.2991 0.1383 3.1579
C6 1.0222 0.2025 3.7106
C7 -0.0923 0.2226 2.9093
N1 0.0002 0.1813 1.5623
C8 1.2281 0.1036 1.0027
C9 2.3737 0.0815 1.7702
C10 1.2137 0.0523 -0.4682
C11 2.3425 0.1152 -1.2628
C12 2.2317 0.0992 -2.6476
C13 0.9388 0.0456 -3.1643
C14 -0.1494 -0.0087 -2.3245
N2 -0.0227 -0.0284 -0.9910
C15 3.4356 0.1520 -3.5775
C16 3.4277 -1.1013 -4.4659
C17 3.3275 1.4088 -4.4542
C18 4.7556 0.2005 -2.8098
H1 5.6725 0.1775 3.9402
H2 4.8943 1.0134 2.5996
H3 4.9412 -0.7638 2.6451
H4 4.3565 -1.1642 5.5811
H5 3.5114 -2.0356 4.2931
H6 2.5889 -1.1830 5.5326
H7 4.3859 1.3934 5.5838
H8 2.6211 1.3924 5.5953
H9 3.4935 2.2842 4.3440
H10 0.8744 0.2275 4.7809
H11 -1.0846 0.2456 3.3309
H12 3.3309 0.0081 1.2779
H13 3.3114 0.1815 -0.7924
H14 0.7611 0.0405 -4.2308
H15 -1.1550 -0.0546 -2.7017
H16 2.5190 -1.1680 -5.0649
H17 3.5006 -2.0065 -3.8598
H18 4.2807 -1.0740 -5.1461
H19 2.4190 1.4037 -5.0576
H20 4.1822 1.4598 -5.1310
H21 3.3218 2.3114 -3.8398
H22 4.8877 -0.6819 -2.1794
H23 4.8295 1.0953 -2.1875
H24 5.5821 0.2242 -3.5208
Cl1 -7.3703 3.4613 2.1659
C19 -5.9113 2.9998 1.3252
C20 -5.9507 1.9819 0.3876
C21 -4.7842 1.6103 -0.2612
C22 -3.5643 2.2136 0.0383
C23 -2.2830 1.7197 -0.5672
C24 -3.5647 3.2574 0.9577
C25 -4.7285 3.6574 1.6008
H25 -6.8837 1.4766 0.1768
H26 -4.8078 0.8071 -0.9894
H27 -1.5036 2.4808 -0.4516
H28 -2.4357 1.5010 -1.6275
H29 -2.6319 3.7639 1.1837
H30 -4.7214 4.4739 2.3106
F1 -5.0574 -2.0862 -0.5453
C26 -4.1468 -2.9034 -1.0535
F2 -3.6556 -3.6740 -0.0901
F3 -4.7621 -3.7074 -1.9368
C27 -3.0245 -2.0632 -1.7581
O5 -2.7572 -0.8766 -1.1229
C28 -3.5896 -1.6521 -3.1722
F4 -4.8260 -1.1674 -3.0558
F5 -3.6135 -2.6605 -4.0449
F6 -2.8398 -0.6756 -3.7121
C29 -1.7790 -2.9874 -2.0118
F7 -1.1133 -2.6106 -3.1229
F8 -2.1165 -4.2630 -2.1693
F9 -0.9044 -2.9092 -1.0102

Cartesian forces, eV/Å:
-2.7 0.8 -0.7
-0.1 0.1 0.0
0.4 -0.6 0.6
0.0 0.2 0.0
0.5 -0.4 -0.4
-0.2 -0.2 0.2
0.0 0.0 0.0
0.0 0.0 0.0
0.0 0.0 0.0
0.0 0.0 0.0
0.1 0.0 -0.1
0.0 0.0 0.0
0.0 0.0 -0.1
0.4 -0.2 0.0
-0.1 0.1 -0.2
0.1 0.0 0.1
0.0 0.0 0.1
0.1 0.0 -0.1
0.1 0.0 0.1
0.0 0.0 0.0
0.0 0.1 -0.1
0.4 0.0 0.4
0.0 0.0 0.0
0.0 0.0 0.0
0.0 0.0 0.0
0.0 0.0 0.0
0.0 0.0 0.0
0.0 0.0 0.0
0.0 0.0 0.0
0.0 0.0 0.0
0.0 0.0 0.0
0.0 0.0 0.0
0.0 0.0 0.0
0.0 0.0 0.0
0.0 0.0 0.0
0.0 0.0 0.0
0.0 0.0 0.0
0.0 0.0 0.0
0.0 0.0 0.0
0.0 0.0 0.0
0.0 0.1 0.0
0.0 0.0 0.0
0.0 0.0 0.0
0.0 0.0 0.0
0.0 0.0 0.0
0.0 0.0 0.0
0.0 0.0 0.0
0.0 0.0 0.0
0.0 0.0 0.0
0.0 0.0 0.0
0.1 0.0 -0.1
-0.1 0.0 0.0
0.0 -0.1 -0.1
0.0 -0.1 0.0
0.2 0.1 -0.1
0.2 -0.3 0.2
0.0 0.0 0.1
0.1 0.1 0.0
0.0 0.0 0.0
-0.1 0.0 0.1
0.0 0.0 -0.1
0.1 0.2 -0.1
0.0 0.0 0.0
0.0 0.0 0.0
0.0 0.0 0.0
0.0 0.1 0.2
0.0 0.1 0.0
0.0 0.0 0.0
-0.3 -0.2 -0.5
0.9 -0.2 0.2
-0.1 0.1 0.1
0.0 0.0 0.0
0.0 0.0 0.0
-0.1 0.0 0.0
0.3 0.2 0.2
0.0 0.0 0.0
-0.1 0.0 -0.1
-0.1 -0.1 0.0

The LUMO energy (spin up / spin down) is -1.29 / -1.86 eV. The value obtained for the HOMO energy (spin up / spin down) is -7.76 / -7.75 eV. As for the multiplicity: 2. Its expectation value of S² is 0.763. Its HOMO-LUMO gap (spin up / spin down) is 0.238 / 0.216 Ha. Its total charge is 0.

Here are the Löwdin charges for atoms 1 to 8, given in e:
1 Re 1.660
2 O -0.248
3 S 0.387
4 O -0.290
5 O -0.429
6 O -0.442
7 C -0.062
8 C -0.557

=====

| no. | largest force on an atom (eV/Å) |
| --- | --- |
| 1 | 12.8 |
| 2 | 1.1 |
| 3 | 2.7 |
| 4 | 2.9 |